Record 1
Below is a 5-piece molecular cluster, C32H69N2O4 overall at a distorted geometry, with properties calculated with the ωB97M-V functional and the def2-TZVPD basis.

XYZ file:
```
107
Properties=species:S:1:pos:R:3:forces:R:3
C 3.8701 -3.7412 0.4123 -0.7 0.4 -0.1
C 3.3266 -2.5778 -0.5199 0.5 -1.0 0.1
C 4.1996 -1.2880 -0.3810 0.0 -0.3 -0.4
C 3.6357 -0.0473 -1.1745 -0.2 -0.3 0.6
C 3.6519 1.2972 -0.3534 -0.1 -0.2 -0.5
C 2.4576 2.2471 -0.7699 0.1 -0.5 0.7
C 1.2945 2.0521 0.2794 0.7 0.6 -0.7
C -0.0151 2.8366 -0.0863 0.3 -0.6 1.1
C -1.0411 2.6565 1.1068 -0.2 0.1 -0.9
C -2.4491 3.3144 0.7902 1.0 -1.3 -0.4
C -3.2154 2.3105 -0.1549 -0.1 0.8 -0.3
C -4.7318 2.6510 -0.3435 -0.4 -0.1 0.3
C -5.6527 2.3069 0.8894 0.3 0.4 0.2
C -5.2680 1.0008 1.6760 -0.5 0.5 -0.4
C -5.2022 -0.3085 0.8022 0.0 0.0 0.6
C -6.4262 -0.4950 -0.1740 -0.3 -1.4 -0.1
C -6.0374 -0.8616 -1.6150 2.5 0.9 -2.3
C -4.8373 -0.2961 -2.2899 -3.3 -2.4 -0.1
C -4.6839 -0.7850 -3.6274 2.1 1.6 0.2
N -5.4455 -1.6788 -4.2837 0.6 1.2 1.6
N -6.5116 -2.1994 -3.7201 -0.2 0.2 0.5
C -6.7677 -1.7867 -2.4936 -1.0 0.2 2.0
H 3.4857 -4.7362 0.0775 0.4 0.8 0.2
H 3.4795 -3.5870 1.4536 0.6 -0.2 -0.8
H 4.9850 -3.7670 0.4150 -0.8 0.0 0.1
H 3.3548 -2.9692 -1.5753 0.0 0.6 0.8
H 2.2490 -2.4248 -0.2621 0.8 0.2 -0.2
H 5.2044 -1.5332 -0.8144 -0.7 0.1 0.6
H 4.3428 -1.0887 0.7147 -0.2 0.1 -0.9
H 2.5651 -0.2831 -1.4360 0.9 0.3 0.1
H 4.2096 0.0513 -2.1286 -0.6 0.1 0.7
H 4.6340 1.8254 -0.4914 -0.8 -0.5 0.2
H 3.5485 1.0207 0.7314 0.2 0.4 -0.9
H 2.0897 1.9376 -1.7795 0.3 0.3 0.6
H 2.8246 3.3001 -0.8245 -0.6 -0.9 0.1
H 1.1179 0.9453 0.3501 -0.2 0.9 0.0
H 1.6997 2.3862 1.2747 -0.5 -0.3 -0.8
H 0.1875 3.9234 -0.2604 0.0 -0.8 0.2
H -0.4082 2.4091 -1.0431 0.1 0.4 0.7
H -1.1458 1.5422 1.2278 -0.1 1.0 0.2
H -0.6352 3.0517 2.0685 -0.1 -0.2 -0.8
H -2.2487 4.2627 0.2372 -0.5 -0.5 0.7
H -2.9867 3.4767 1.7529 0.1 0.1 -0.8
H -2.7354 2.3557 -1.1730 -0.3 0.0 0.9
H -3.0135 1.2839 0.2336 -0.4 0.6 -0.3
H -5.1774 2.1450 -1.2416 0.5 0.4 0.6
H -4.8378 3.7520 -0.5315 0.2 -0.9 0.0
H -6.7251 2.3088 0.5513 0.9 -0.1 0.3
H -5.5793 3.1560 1.6202 -0.1 -0.7 -0.5
H -6.0399 0.8596 2.4790 0.6 0.0 -0.7
H -4.3098 1.2138 2.2134 -0.6 -0.5 -0.6
H -5.2170 -1.1613 1.5330 0.0 0.6 -0.8
H -4.2436 -0.4226 0.2395 -0.7 0.3 0.5
H -7.1389 0.3640 -0.1995 0.7 -0.4 0.0
H -7.0193 -1.3660 0.2213 0.3 0.9 -0.5
H -4.1677 0.4375 -1.7979 -0.4 -0.7 -0.7
H -3.8200 -0.3734 -4.2034 -0.9 -0.6 0.3
H -5.2107 -1.9705 -5.2370 -0.2 0.1 0.4
H -7.6980 -2.2155 -2.0491 0.9 0.2 -0.6
C 5.5096 6.4963 -0.4783 -0.1 0.1 0.2
C 5.4332 4.9978 -0.7246 0.3 0.4 -0.5
C 6.6274 4.5076 -1.5281 0.1 -0.3 0.0
O 4.2273 4.6902 -1.4271 0.0 0.0 0.1
H 5.5056 7.0463 -1.4242 0.1 -0.1 0.0
H 4.6414 6.8360 0.0902 0.1 -0.1 0.0
H 6.4136 6.7603 0.0739 0.0 0.0 0.0
H 5.3921 4.4702 0.2311 -0.2 -0.1 -0.1
H 6.6607 4.9910 -2.5091 0.0 0.1 0.1
H 6.5545 3.4325 -1.7063 0.0 0.0 0.1
H 7.5648 4.7122 -1.0072 0.0 0.0 -0.1
H 4.2511 5.1509 -2.2748 0.0 0.0 0.1
C -5.7517 8.0358 0.7781 -0.3 -0.1 -0.1
C -5.0087 6.7820 1.2114 0.4 0.7 0.0
C -4.0269 7.0807 2.3337 0.0 -0.2 0.2
O -4.3044 6.2346 0.0951 -0.1 -0.4 -0.1
H -5.0546 8.7895 0.4004 0.0 0.0 0.1
H -6.4450 7.8091 -0.0344 0.0 0.0 0.1
H -6.3152 8.4676 1.6075 0.0 0.0 0.0
H -5.7254 6.0263 1.5418 0.1 -0.1 -0.2
H -3.2721 7.8024 2.0078 -0.1 0.1 0.0
H -3.4932 6.1741 2.6278 -0.1 0.0 0.0
H -4.5388 7.4840 3.2095 0.1 0.0 0.0
H -3.6673 6.8935 -0.2068 -0.1 0.0 0.1
C 5.0668 -7.5650 1.1084 0.0 0.2 -0.2
C 5.5270 -6.7275 2.2909 -0.2 -0.7 0.1
C 6.4684 -7.5107 3.1928 0.2 0.2 0.1
O 4.3899 -6.3031 3.0440 0.0 0.4 0.0
H 4.5198 -8.4499 1.4470 0.1 0.0 0.0
H 4.3840 -6.9942 0.4769 0.1 0.0 0.0
H 5.9140 -7.8908 0.5011 0.0 0.0 0.0
H 6.0293 -5.8275 1.9296 -0.2 0.1 0.1
H 5.9689 -8.3938 3.6026 0.0 0.0 -0.1
H 6.7814 -6.9003 4.0424 0.0 0.0 -0.1
H 7.3582 -7.8347 2.6491 0.0 0.0 0.0
H 3.9390 -7.0920 3.3680 0.1 0.0 0.0
C 0.5783 -7.4460 0.7253 0.1 0.1 0.2
C 1.2215 -7.3184 -0.6469 -0.5 -0.6 0.1
C 0.1845 -7.4178 -1.7557 0.0 0.1 -0.2
O 2.1962 -8.3453 -0.8134 0.2 0.2 -0.1
H 0.0860 -8.4171 0.8350 -0.1 0.0 -0.1
H 1.3351 -7.3829 1.5099 0.0 0.1 -0.1
H -0.1619 -6.6598 0.8900 0.0 0.0 0.0
H 1.7455 -6.3626 -0.7190 0.2 -0.1 0.0
H -0.3210 -8.3877 -1.7293 0.0 0.0 0.1
H 0.6613 -7.3347 -2.7345 0.0 0.1 0.1
H -0.5675 -6.6304 -1.6652 0.0 0.0 0.0
H 1.7464 -9.1967 -0.7520 0.0 0.1 0.0
```
Forces are in eV/Å.

Results
**Energy relative to the best compared isomer or geometry (same formula, charge and spin)**: 0.0000 eV
**Charge**: +1
**Electronic energy**: -1670.79909 a.u.
**HOMO-LUMO gap**: 0.23081 Eh

***

Record 2
Below is C32H71BrGaN8O8 as an isolated structure at a distorted geometry, with properties calculated with the ωB97M-V functional and the def2-TZVPD basis.

XYZ file:
```
121
Properties=species:S:1:pos:R:3:forces:R:3
C 8.5773 -2.7139 -1.9369 0.1 0.3 0.0
C 7.5413 -2.2290 -2.3202 -0.5 -0.9 -0.5
C 6.2239 -1.8968 -2.8636 0.2 0.4 0.5
Ga 5.1415 -0.7085 -1.5874 0.1 -0.2 -0.6
Br 5.2312 -1.7810 0.6065 0.0 0.3 -0.2
N 5.8757 1.0538 -1.4363 -0.1 0.2 -0.1
C 6.6225 1.4788 -2.6306 0.0 -0.5 0.2
C 5.7425 1.4579 -3.8962 0.1 0.3 0.0
O 3.3924 -0.7396 -2.2242 0.5 0.4 0.4
C 2.5991 0.3593 -1.7890 0.1 -0.2 -0.3
C 1.8268 0.9580 -2.9891 -0.2 0.3 0.1
C 2.0757 2.4816 -3.1801 -0.3 -0.7 -0.5
C 0.3132 0.6388 -3.0172 -0.3 0.1 -0.4
C -0.0061 -0.7532 -3.6274 -0.1 0.2 0.0
C -0.4222 0.8111 -1.6795 0.4 -0.4 0.3
H 9.5080 -3.1239 -1.6281 -0.1 0.1 0.1
H 6.3557 -1.3999 -3.8289 -0.1 0.1 0.1
H 5.6161 -2.7880 -3.0369 0.2 -0.1 0.1
H 6.4990 1.1265 -0.6403 -0.1 -0.1 0.1
H 7.0173 2.4971 -2.5080 -0.1 -0.1 0.2
H 7.4956 0.8139 -2.7508 0.0 0.2 -0.4
H 4.7109 1.1686 -3.6807 0.1 -0.1 0.1
H 6.1276 0.7786 -4.6610 0.0 0.1 0.0
H 5.6928 2.4652 -4.3237 0.0 -0.1 -0.1
H 3.2185 1.1609 -1.3587 0.0 -0.1 0.0
H 1.9396 0.0028 -0.9876 -0.1 0.2 -0.1
H 2.2577 0.4863 -3.8798 0.0 -0.1 0.2
H 1.3263 3.0827 -2.6640 0.3 0.1 0.2
H 3.0996 2.7367 -2.8996 -0.2 0.2 0.2
H 1.9812 2.6776 -4.2575 0.0 0.2 0.1
H -0.1366 1.3691 -3.7091 0.1 0.0 0.1
H 0.9025 -1.3228 -3.8401 -0.1 -0.1 0.3
H -0.7054 -1.3028 -2.9891 0.4 0.0 -0.2
H -0.5247 -0.6417 -4.5876 0.0 0.0 0.1
H -1.5011 0.6968 -1.8283 0.1 0.2 0.0
H -0.1725 1.7418 -1.1605 -0.2 0.0 -0.3
H -0.1370 0.0047 -0.9914 0.0 0.0 -0.1
C 1.2523 4.6470 1.6262 0.0 0.0 0.0
C 0.2682 4.1974 0.5756 -0.1 -0.1 -0.1
O 0.6231 3.7278 -0.4923 0.1 0.3 0.1
N -1.0589 4.3280 0.8437 0.1 0.1 0.1
C -1.6985 4.8620 2.0284 -0.3 -0.2 -0.3
H 2.2582 4.4741 1.2554 0.0 -0.1 -0.1
H 1.1316 5.7120 1.8314 0.0 0.0 0.1
H 1.1173 4.0768 2.5463 0.0 0.1 0.1
H -1.6476 3.9996 0.0938 0.0 0.0 0.0
H -2.3360 4.0919 2.4706 0.0 0.1 0.2
H -2.3217 5.7141 1.7489 0.1 0.1 0.2
H -0.9709 5.1864 2.7647 0.1 0.0 0.0
C 2.1786 -3.9687 4.7811 0.0 0.1 0.0
C 3.4289 -3.2342 5.2014 0.1 0.2 0.1
O 3.4540 -2.5261 6.2036 -0.1 -0.1 0.0
N 4.5284 -3.3845 4.4301 -0.3 -0.2 0.1
C 4.6751 -4.1771 3.2196 0.4 0.2 0.1
H 1.3884 -3.7533 5.4920 0.0 0.0 0.0
H 1.8559 -3.6405 3.7927 0.0 -0.1 0.0
H 2.3500 -5.0454 4.7733 -0.1 0.0 -0.1
H 5.3276 -2.8678 4.7609 0.0 0.1 -0.1
H 5.4604 -4.9209 3.3754 -0.1 -0.1 -0.1
H 4.9676 -3.5289 2.3913 -0.1 -0.2 0.0
H 3.7489 -4.6814 2.9663 0.0 0.0 0.0
C -1.8981 -4.1868 -2.4431 0.0 0.7 -0.2
C -2.9964 -3.1941 -2.7388 0.3 0.2 0.0
O -2.7681 -2.0063 -2.9044 -0.4 -0.1 0.1
N -4.2746 -3.6648 -2.8161 0.1 -0.1 0.0
C -4.7363 -5.0280 -2.6502 -0.2 0.3 -0.1
H -0.9530 -3.6491 -2.4204 -0.1 0.1 0.0
H -2.0564 -4.6539 -1.4794 0.0 -0.2 0.0
H -1.8492 -4.9457 -3.2174 0.0 -0.2 0.1
H -4.9537 -2.9482 -3.0151 0.0 0.0 0.0
H -5.2418 -5.3554 -3.5622 0.0 -0.2 0.1
H -5.4518 -5.0723 -1.8242 0.0 -0.2 0.0
H -3.9088 -5.6991 -2.4412 0.0 0.0 0.0
C -4.5763 9.3286 2.0584 0.0 0.0 0.0
C -4.1366 8.0946 1.3082 0.1 -0.1 -0.1
O -3.0122 7.9840 0.8467 0.0 0.0 0.0
N -5.0432 7.0921 1.1578 0.0 0.2 0.1
C -6.4137 7.0382 1.6307 0.2 -0.3 -0.2
H -3.7469 10.0284 2.0918 0.0 -0.1 0.0
H -5.4158 9.8061 1.5515 -0.1 0.0 0.1
H -4.8604 9.0747 3.0804 -0.1 0.0 0.0
H -4.6850 6.3005 0.6468 0.0 0.0 0.0
H -6.5344 6.1832 2.2981 -0.1 0.1 0.1
H -7.0862 6.9115 0.7807 -0.1 0.1 0.1
H -6.6826 7.9439 2.1633 0.0 0.0 0.0
C -3.2273 -4.5720 6.6839 0.0 0.0 0.0
C -1.8851 -4.1045 6.1711 0.2 0.1 -0.1
O -1.2341 -4.7567 5.3720 -0.1 -0.1 0.0
N -1.4145 -2.9160 6.6333 -0.2 -0.1 0.0
C -2.0353 -2.0067 7.5762 0.4 0.0 -0.2
H -3.4603 -5.5281 6.2248 0.1 0.0 0.0
H -3.1999 -4.7019 7.7666 -0.1 0.1 0.0
H -4.0084 -3.8581 6.4193 0.0 0.0 0.1
H -0.5154 -2.6633 6.2520 0.0 0.0 0.0
H -2.1826 -1.0354 7.1007 -0.1 0.0 0.1
H -1.3790 -1.8740 8.4380 -0.1 0.1 0.1
H -2.9942 -2.3842 7.9154 0.0 0.0 0.0
C -3.1345 7.1872 -3.4871 -0.1 0.0 0.0
C -2.6724 5.8546 -4.0340 0.0 -0.2 -0.1
O -3.3686 5.1954 -4.7932 -0.1 0.1 0.0
N -1.4504 5.4163 -3.6473 -0.2 0.2 0.0
C -0.5080 6.0727 -2.7571 0.1 -0.4 -0.2
H -4.1231 7.4007 -3.8836 0.0 -0.1 -0.1
H -3.1926 7.1571 -2.3976 0.1 0.1 0.0
H -2.4555 7.9834 -3.7941 0.0 0.0 0.1
H -1.1938 4.5230 -4.0403 0.0 0.0 0.1
H 0.4269 6.2435 -3.2936 0.1 0.1 0.1
H -0.3050 5.4208 -1.9082 0.1 0.1 0.1
H -0.8954 7.0211 -2.3985 0.0 0.0 0.0
C -0.6944 -8.8332 -1.4190 0.0 0.0 -0.1
C -1.6468 -7.7231 -1.0503 -0.1 0.2 -0.1
O -1.9965 -6.8738 -1.8581 0.0 -0.7 0.1
N -2.1104 -7.6872 0.2254 0.1 -0.2 -0.1
C -1.8100 -8.5926 1.3188 -0.2 0.4 0.0
H -0.4171 -8.7211 -2.4627 0.0 0.1 0.0
H 0.2093 -8.7802 -0.8110 0.0 -0.1 0.0
H -1.1709 -9.8055 -1.2862 0.1 0.0 0.1
H -2.7392 -6.9199 0.4032 0.0 0.0 0.0
H -2.7344 -9.0518 1.6739 0.1 -0.1 0.1
H -1.3626 -8.0322 2.1410 0.1 -0.1 0.1
H -1.1239 -9.3724 1.0069 0.0 0.0 0.0
```
Forces are in eV/Å.

Results
**Charge**: -1
**Electronic energy**: -6800.80924 a.u.
**HOMO-LUMO gap**: 0.22719 Eh

***

Record 3
Below is C32H72BMgN5O31 as an isolated structure at a distorted geometry, with properties calculated with the ωB97M-V functional and the def2-TZVPD basis.

XYZ file:
```
142
Properties=species:S:1:pos:R:3:forces:R:3
Mg 1.4668 5.9850 -1.6807 1.5 -2.1 1.0
O -2.2816 -1.8082 0.7004 2.3 2.8 0.3
C -1.4735 -0.8820 0.8511 -1.8 -1.5 -0.9
O -1.1241 0.0499 -0.0835 -0.4 -0.7 0.5
B 0.0005 0.8974 0.3924 0.1 -2.0 0.4
O 0.1318 0.4375 1.7931 0.4 1.0 0.5
C -0.6810 -0.5378 2.1471 0.1 -0.6 0.8
O -0.7522 -1.0524 3.2493 -0.2 0.7 -1.9
O -0.1527 2.3419 0.2026 1.0 1.5 -1.6
C 0.8003 2.8411 -0.6628 -1.5 1.4 2.2
O 0.9045 4.0436 -0.9632 -0.6 -3.4 0.4
C 1.7271 1.6635 -0.9170 4.2 -0.7 -2.5
O 1.2607 0.5554 -0.3401 0.2 1.8 -0.8
O 2.7993 1.8035 -1.5694 -4.0 -0.6 2.3
N 4.4374 5.4027 -0.8605 3.6 -1.1 1.7
O 5.1666 5.3629 -1.8238 -0.2 0.5 -3.2
O 3.2154 5.5394 -0.9280 -2.4 0.7 -0.2
O 4.9830 5.2413 0.2205 -0.9 0.2 1.7
C 4.2617 -1.0591 -0.1946 0.5 0.9 0.3
N 3.6829 -0.8023 1.1479 1.1 1.8 -0.5
O 3.3675 -1.7990 1.7215 -1.0 -0.4 1.7
O 3.6010 0.3920 1.5195 -0.1 -2.6 -0.3
H 3.3680 -1.0071 -0.8165 0.6 0.3 -0.7
H 4.7832 -2.0136 -0.2650 -0.6 -0.1 0.4
H 5.0323 -0.2900 -0.2474 -0.5 0.3 -1.0
C -2.8464 2.5739 1.2337 0.1 -0.6 0.2
N -3.1513 2.9419 -0.1740 -1.1 0.1 -1.0
O -3.7847 2.1409 -0.8430 0.6 0.3 0.7
O -2.8605 4.0583 -0.5929 0.4 -0.3 0.6
H -3.7084 2.8134 1.8563 0.1 0.5 -0.2
H -1.9078 3.0334 1.5435 -0.4 0.1 0.0
H -2.7806 1.4861 1.2585 0.1 0.2 -0.1
C -3.2620 -4.4075 2.4845 -0.9 -1.0 0.0
N -4.6390 -4.1002 3.0480 0.2 0.1 2.2
O -4.9210 -4.5580 4.1830 0.6 0.6 -2.2
O -5.3668 -3.3712 2.4140 0.1 -0.3 -0.1
H -2.4633 -3.8996 3.0251 -0.4 0.4 -0.1
H -3.3286 -4.1905 1.4184 0.3 0.2 0.3
H -3.1470 -5.4751 2.6721 0.1 0.1 -0.2
C -2.0731 -1.5276 6.2347 0.2 0.7 -0.9
N -0.9472 -0.7409 6.8426 -3.0 0.3 1.7
O -1.2030 0.3997 7.2339 0.5 -0.6 -1.0
O -0.0067 -1.3905 7.1363 2.7 -0.6 0.3
H -1.7435 -2.5513 6.0574 0.1 0.3 0.0
H -2.2281 -0.9874 5.3008 -0.6 -0.4 0.0
H -2.9169 -1.4895 6.9237 0.1 0.2 -0.2
C 1.8074 4.1472 -4.1029 -1.2 -2.2 0.3
O 1.9902 5.3470 -3.4661 0.8 1.6 -1.0
C 2.4784 6.3203 -4.3781 1.4 1.6 1.6
C 2.9373 7.5411 -3.4502 -0.2 -0.6 -1.8
O 1.9879 7.7073 -2.3797 0.6 -0.2 -1.3
C 2.0090 8.9677 -1.7833 0.1 1.0 0.6
H 1.0704 4.3221 -4.8867 0.2 -0.5 -0.4
H 1.3903 3.4879 -3.3417 -0.2 -0.2 -0.3
H 2.7177 3.6347 -4.4138 0.2 0.5 -0.3
H 1.8060 6.5825 -5.1949 -0.9 0.2 0.5
H 3.3388 5.9529 -4.9374 0.4 -0.2 0.5
H 2.9833 8.4115 -4.1046 -0.4 0.4 0.2
H 3.9584 7.4281 -3.0857 -0.2 -0.6 0.4
H 1.5976 9.6793 -2.4992 0.2 0.3 0.2
H 3.0084 9.2333 -1.4388 0.2 0.1 -0.4
H 1.4183 8.9709 -0.8672 -0.3 -0.3 -0.2
C -0.4413 -4.8350 0.4688 1.1 -0.2 -0.5
O -1.1654 -6.0189 0.6806 -1.1 -0.5 -0.7
C -2.1167 -6.3363 -0.3738 0.2 -0.2 1.0
C -3.0139 -7.5126 -0.0148 1.0 0.3 -0.2
O -2.3143 -8.7525 -0.1272 -1.3 -0.1 0.7
C -3.3192 -9.7746 0.0384 1.6 -0.5 -0.2
H 0.1167 -4.6363 1.3838 -0.4 0.3 0.1
H -0.9555 -3.9685 0.0531 -0.9 0.1 0.6
H 0.3390 -4.9474 -0.2840 0.3 -0.6 -0.3
H -1.6259 -6.6569 -1.2927 0.4 0.5 -0.2
H -2.7531 -5.4595 -0.4938 0.0 0.1 -0.5
H -3.8193 -7.5799 -0.7461 -0.4 0.6 0.1
H -3.3948 -7.3656 0.9959 -0.2 -0.2 0.2
H -3.9274 -9.6762 0.9375 -0.1 0.5 0.0
H -2.7629 -10.7035 0.1642 0.0 -0.1 -0.1
H -3.9211 -9.8539 -0.8669 -0.3 0.1 0.1
C -3.8632 -8.1863 -3.6069 0.2 0.4 -0.7
O -4.6064 -7.0427 -3.3011 -0.7 0.5 1.4
C -4.1554 -5.8705 -3.9315 -0.9 1.4 1.0
C -4.8377 -4.5357 -3.2871 1.2 -1.3 -0.4
O -4.3670 -4.0645 -2.0269 0.2 -1.1 0.4
C -5.1133 -2.9752 -1.5379 -0.3 0.9 0.0
H -2.8177 -7.8782 -3.6104 0.4 -0.6 0.1
H -4.1486 -8.5146 -4.6063 0.2 -0.3 -0.3
H -4.0522 -9.0014 -2.9083 0.0 0.3 0.1
H -4.5074 -5.9201 -4.9619 0.0 0.4 -0.3
H -3.0670 -5.8146 -3.9522 0.2 0.1 0.2
H -5.8922 -4.8038 -3.2223 -0.2 0.4 -0.2
H -4.5779 -3.7047 -3.9429 -0.7 -0.1 -0.8
H -6.1907 -3.1353 -1.4948 -0.2 -0.6 0.0
H -5.0067 -2.0730 -2.1401 0.3 0.1 -0.6
H -4.7995 -2.6385 -0.5499 0.4 -0.7 0.1
C -1.4554 -3.2940 -3.1898 1.1 -0.3 1.8
O -0.1428 -3.0159 -3.6217 1.5 0.8 -2.4
C 0.9759 -2.9216 -2.6923 -1.4 0.1 -0.1
C 2.3589 -2.5243 -3.3518 -1.5 0.5 0.3
O 2.6068 -1.1221 -3.1296 0.1 -0.6 0.1
C 3.6946 -0.5115 -3.8490 -1.0 -0.3 0.6
H -1.4000 -4.3160 -2.8149 -0.6 -0.1 0.7
H -2.2832 -3.2916 -3.8989 0.8 0.4 -0.9
H -1.6999 -2.5533 -2.4284 -0.4 -0.3 0.5
H 0.9909 -3.8668 -2.1496 0.6 -0.3 -0.1
H 0.6666 -2.1972 -1.9388 0.4 0.5 0.1
H 2.2925 -2.7580 -4.4143 0.0 0.0 -0.2
H 3.1571 -3.1213 -2.9106 0.1 -0.1 0.1
H 4.5800 -1.1416 -3.9326 -0.1 -0.3 -0.1
H 3.9633 0.3676 -3.2634 -0.1 0.0 -0.1
H 3.2994 -0.2158 -4.8209 0.4 0.0 -0.3
C 6.2017 1.5346 7.5099 -0.6 1.3 -1.1
O 5.0486 1.5201 6.6630 0.8 -1.7 0.0
C 4.6676 0.1425 6.4599 -1.5 0.9 0.3
C 3.5997 0.0622 5.3638 0.0 0.3 0.7
O 2.6382 1.0961 5.6093 0.3 0.0 -1.2
C 1.5208 1.0266 4.7087 0.2 -1.1 0.6
H 6.3360 2.5995 7.6997 0.2 -0.1 0.4
H 7.0646 1.2056 6.9309 0.2 -0.4 0.2
H 6.0734 0.9805 8.4397 -0.1 -0.1 0.0
H 4.2182 -0.1672 7.4034 -0.1 -0.3 0.2
H 5.4792 -0.5535 6.2478 0.4 0.3 -0.2
H 3.1072 -0.9099 5.3902 -0.2 -0.3 0.3
H 4.0943 0.0459 4.3926 -0.2 0.9 -0.4
H 1.7348 1.1129 3.6434 0.5 0.4 0.1
H 0.7396 1.7283 5.0009 0.3 0.2 0.2
H 1.1145 0.0212 4.8188 -0.4 -0.2 -0.1
C 1.4701 6.4932 1.4441 1.0 0.1 -1.0
O 0.9247 6.6467 0.0809 -0.5 0.8 2.3
C -0.4874 6.7196 0.1332 -0.2 -0.2 -0.1
C -0.9952 7.0504 -1.2468 -1.2 0.2 0.3
O -0.3643 6.2690 -2.2395 -0.3 -0.5 1.0
C -1.0237 6.2039 -3.4546 -0.9 -0.1 -1.7
H 1.2973 5.4749 1.7926 0.2 0.0 -0.1
H 1.0857 7.2080 2.1717 -0.6 0.1 -0.4
H 2.5227 6.7422 1.3095 0.0 -0.6 0.2
H -0.8323 7.4675 0.8472 0.1 0.4 -0.1
H -0.9037 5.7810 0.4992 0.1 -0.3 -0.3
H -0.8784 8.0970 -1.5278 0.0 0.2 0.2
H -2.0521 6.7872 -1.2040 -0.2 0.2 -0.3
H -0.6719 6.9607 -4.1557 0.2 0.2 0.0
H -2.1003 6.3467 -3.3610 0.0 0.0 0.3
H -0.8945 5.2296 -3.9260 0.2 -0.1 0.3
```
Forces are in eV/Å.

Results
**Electronic energy**: -4093.14087 a.u.
**HOMO-LUMO gap**: 0.28525 Eh